C30H29N8OS2Ti as an isolated structure in a non-equilibrium geometry, computed with ωB97M-V with the def2-TZVPD basis set.

Results
E_HOMO (spin up / spin down): -8.1 / -7.8 eV
HOMO-LUMO gap (spin up / spin down): 5.8 / 5.4 eV
F_max: 3.02 eV/Å
Calculated total energy: -3319.538852 hartree
Net charge: +1

CARTESIAN COORDINATES (ANGSTROEM)
Ti -1.2524 0.4243 -0.4444
C 5.0908 -0.0317 1.4103
C 3.6312 0.3439 1.3703
C 3.2326 1.6769 1.2883
C 1.8960 2.0065 1.1817
C 0.9016 1.0331 1.1727
N -0.4685 1.3779 0.9948
C -1.2408 2.0857 1.9297
C -0.6953 2.5982 3.1065
C -1.4547 3.2708 4.0484
C -2.8204 3.4524 3.8866
C -3.6652 4.1587 4.9191
C -3.3849 2.9239 2.7374
C -2.6354 2.2756 1.7647
N -3.4105 1.8155 0.6096
C -4.5116 2.4132 0.1016
C -5.0565 1.5940 -0.8508
C -4.2136 0.4755 -0.8877
N -3.2227 0.6101 -0.0097
C 1.3023 -0.3038 1.2760
C 2.6484 -0.6311 1.3607
N 0.3591 -1.3882 1.2766
C 0.5257 -2.6386 1.7670
C -0.6419 -3.3269 1.5748
C -1.4988 -2.4020 0.9541
N -0.8952 -1.2384 0.7696
H 5.6877 0.7540 1.8725
H 5.4775 -0.1869 0.4000
H 5.2488 -0.9526 1.9722
H 3.9805 2.4615 1.2859
H 1.5943 3.0434 1.0952
H 0.3626 2.4539 3.2816
H -0.9703 3.6489 4.9419
H -3.0567 4.4833 5.7622
H -4.4494 3.5081 5.3101
H -4.1521 5.0421 4.5024
H -4.4588 2.9934 2.6023
H -4.8270 3.3780 0.4625
H -5.9397 1.7783 -1.4381
H -4.2598 -0.4053 -1.5085
H 2.9459 -1.6731 1.3858
H 1.4405 -2.9323 2.2526
H -0.8558 -4.3410 1.8670
H -2.5223 -2.5219 0.6387
C 0.5534 -5.1767 -3.1258
C 1.6572 -4.1893 -2.9343
C 2.9943 -4.4855 -2.9809
C 3.9042 -3.4357 -2.7887
N 3.5275 -2.1907 -2.5476
C 2.2048 -1.9376 -2.4951
S 1.6102 -0.3711 -2.1830
N 1.3086 -2.9217 -2.6970
C 5.3792 -3.6869 -2.8315
H 0.9482 -6.1465 -3.4157
H -0.1391 -4.8282 -3.8931
H -0.0082 -5.2862 -2.1964
H 3.3279 -5.4940 -3.1766
H 0.2880 -2.5711 -2.7066
H 5.6188 -4.6678 -3.2369
H 5.7801 -3.6195 -1.8179
H 5.8635 -2.9113 -3.4233
S -1.4593 4.4341 -2.7039
C -2.0341 3.1706 -3.6945
C -1.9645 1.9987 -3.0312
N -1.4643 2.0870 -1.7354
C -1.1657 3.3303 -1.4586
H -2.3724 3.3439 -4.7032
H -2.2214 1.0292 -3.4290
H -0.7628 3.6313 -0.5017
O -0.8735 -1.6034 -2.4242
C -0.2662 -0.6091 -1.8622


An isolated molecule of C17H19NO, computed with ωB97M-V with the def2-TZVPD basis set.

Results
E_HOMO: -7.6 eV
HOMO-LUMO gap: 8.3 eV
F_max: 0.63 eV/Å
Calculated total energy: -789.237115 hartree
ΔE to the lowest compared entry with this formula, charge and spin: 0.0 kJ/mol

CARTESIAN COORDINATES (ANGSTROEM)
C 4.3969 -4.8197 0.3961
C 3.1468 -4.3776 -0.3541
C 2.3937 -3.2887 0.4043
C 1.1381 -2.8303 -0.3398
C 0.3393 -1.8645 0.5244
O 0.0618 -2.1152 1.6765
N -0.0192 -0.7233 -0.1284
C -0.7588 0.3723 0.3330
C -1.2485 0.4443 1.6211
C -1.9898 1.5418 2.0909
C -2.2409 2.5853 1.2459
C -1.7456 2.5189 -0.0667
C -1.0023 1.4432 -0.5768
C -0.5961 1.5684 -1.9243
C -0.9255 2.6836 -2.6531
C -1.6720 3.7480 -2.1149
C -2.0817 3.6599 -0.8146
C -2.8763 4.5945 0.0534
H -3.8614 4.7789 -0.3792
H -2.3735 5.5593 0.1426
C -2.9826 3.8805 1.4241
H -4.0229 3.6969 1.6991
H -2.5347 4.4772 2.2209
H -1.9053 4.6043 -2.7302
H -0.6016 2.7524 -3.6820
H -0.0199 0.7912 -2.4087
H -2.3452 1.5369 3.1104
H -1.0533 -0.3753 2.2922
H 0.2765 -0.6410 -1.0899
H 1.4074 -2.3835 -1.2987
H 0.5024 -3.6988 -0.5323
H 3.0522 -2.4305 0.5598
H 2.0951 -3.6593 1.3862
H 2.4888 -5.2372 -0.5006
H 3.4294 -4.0043 -1.3419
H 4.1333 -5.2065 1.3777
H 5.0775 -3.9818 0.5311
H 4.9179 -5.6004 -0.1532